No. 1
69
Properties=species:S:1:pos:R:3:mulliken_charge:R:1 method="wB97M-V/def2-TZVPD" relative_energy_kcal_mol=4.90 charge=-1 e_homo_ev=-3.37
Cs 0.2361 -0.7633 -0.2278 1.32
C -2.9301 -2.2853 -0.5865 -1.20
N -2.9704 -0.8436 -0.4603 0.82
C -3.2995 -0.3917 0.8857 -0.61
C -2.9533 1.0857 1.0497 -1.37
N -1.6084 1.2830 1.5589 0.77
C -1.1466 2.6297 1.2440 -1.07
C -1.3691 0.9055 2.9154 -0.17
C -2.4301 0.6601 3.7880 -0.07
C -2.2351 0.2760 5.1076 -0.93
C -0.9394 0.1453 5.5820 -0.47
C 0.1260 0.3783 4.7283 -0.74
C -0.0329 0.7391 3.3794 0.07
S 1.4111 0.9205 2.4030 -0.40
C -3.7790 -0.2202 -1.4822 -1.22
C -5.1550 -0.4368 -1.4638 -0.22
C -6.0038 0.1292 -2.3981 -0.91
C -5.4495 0.9381 -3.3846 -0.42
C -4.0864 1.1584 -3.4186 -0.51
C -3.1967 0.5960 -2.4780 0.76
S -1.4895 0.9234 -2.6309 -0.62
H -3.9042 -2.7733 -0.4128 0.35
H -2.2230 -2.7026 0.1379 0.45
H -2.5979 -2.5501 -1.5923 0.29
H -2.7080 -0.9756 1.5965 0.76
H -4.3584 -0.5709 1.1355 -0.04
H -3.7122 1.6087 1.6534 0.31
H -2.9827 1.5474 0.0617 0.57
H -1.8085 3.3937 1.6853 0.27
H -1.1434 2.7523 0.1575 0.31
H -0.1361 2.7695 1.6223 0.37
H -3.4470 0.7630 3.4324 0.27
H -3.0882 0.0870 5.7482 0.36
H -0.7526 -0.1494 6.6088 0.34
H 1.1416 0.2567 5.0833 0.36
H -5.5672 -1.0690 -0.6834 0.26
H -7.0706 -0.0535 -2.3578 0.35
H -6.0851 1.4009 -4.1316 0.34
H -3.6586 1.7881 -4.1880 0.37
N 2.2626 3.1156 -1.7463 0.06
C 1.7106 1.9087 -2.0065 -0.29
N 2.2673 0.7753 -1.7548 -0.55
C 3.4933 0.7657 -1.1104 0.37
N 4.0211 -0.3285 -0.6811 -0.81
N 3.1753 -1.4096 -0.7114 0.41
C 3.7564 -2.5175 -0.9320 -0.72
C 3.0291 -3.7955 -0.9122 0.83
C 3.7255 -4.9785 -1.1560 -0.86
C 3.0500 -6.1848 -1.1249 -0.24
C 1.6933 -6.1811 -0.8468 -0.77
C 1.0813 -4.9548 -0.6188 -0.05
N 1.7149 -3.7922 -0.6535 -0.03
C 4.2174 2.0283 -0.9274 0.85
C 5.5115 2.0986 -0.4155 -0.35
C 6.1205 3.3215 -0.2198 -0.72
C 5.4387 4.4982 -0.5266 -0.38
C 4.1561 4.4501 -1.0326 -0.83
C 3.5476 3.2138 -1.2343 0.09
H 1.7251 3.9456 -1.9303 0.23
H 0.7224 1.9308 -2.4595 0.37
H 4.8221 -2.5576 -1.1672 0.25
H 4.7875 -4.9394 -1.3632 0.31
H 3.5745 -7.1131 -1.3130 0.41
H 1.1171 -7.0950 -0.8072 0.36
H 0.0185 -4.9120 -0.4012 0.38
H 6.0106 1.1725 -0.1670 0.45
H 7.1235 3.3695 0.1831 0.38
H 5.9148 5.4563 -0.3629 0.38
H 3.6150 5.3587 -1.2685 0.36



No. 2
87
Properties=species:S:1:pos:R:3:mulliken_charge:R:1 method="wB97M-V/def2-TZVPD" multiplicity=2 relative_energy_kcal_mol=13.44 charge=+1 e_homo_ev="-9.95 / -9.97"
Ru 1.9452 1.3899 -1.9165 0.86
F -0.4596 -3.8545 1.6805 -0.38
C -0.6048 -2.5471 1.9780 0.57
C 0.0961 -1.6304 1.2590 -0.60
C -0.0661 -0.2633 1.5012 1.09
C 0.6416 0.6769 0.6418 2.07
O 1.3628 0.2175 -0.2812 -0.94
C 0.4579 2.0499 0.9255 -0.65
C -0.3857 2.3896 1.9421 -0.11
N -1.0855 1.5375 2.7199 0.17
C -1.9349 2.1808 3.7179 -0.18
C -2.1676 1.6961 5.1119 -0.56
C -3.3070 1.7398 4.1118 -0.48
C -0.9447 0.1659 2.5053 -0.53
C -1.6371 -0.8064 3.2434 -0.09
C -1.5016 -2.1598 2.9854 -1.76
N -2.2489 -3.0857 3.7473 0.17
C -1.9124 -4.5056 3.7704 -0.67
C -2.7624 -5.1855 4.8462 -0.82
N -3.0340 -4.1921 5.9406 -0.12
C -3.9411 -3.0758 5.4571 -0.74
C -3.6643 -2.8580 3.9722 -0.67
C 1.1960 3.2044 0.2603 0.09
O 0.9649 4.3257 0.6745 -0.75
O 2.0865 2.9343 -0.6396 -0.43
H 0.7459 -1.9502 0.4563 0.47
H -0.5023 3.4464 2.1439 0.56
H -1.8145 3.2488 3.6279 0.48
H -2.1441 2.4444 5.8910 0.33
H -1.7611 0.7420 5.4110 0.16
H -4.0507 2.5163 4.2178 0.33
H -3.6950 0.8163 3.7102 0.13
H -2.2841 -0.5183 4.0515 0.61
H -0.8551 -4.6135 4.0107 0.51
H -2.0899 -5.0234 2.8244 0.38
H -2.2548 -6.0483 5.2702 0.41
H -3.7357 -5.5023 4.4781 0.37
H -2.1462 -3.7846 6.2369 0.39
H -3.4434 -4.6537 6.7520 0.35
H -3.6881 -2.1957 6.0446 0.45
H -4.9700 -3.3655 5.6617 0.38
H -3.9511 -1.8472 3.6974 0.42
H -4.2750 -3.5300 3.3581 0.31
F 7.5964 0.8628 -4.1584 -0.26
C 6.8338 1.8287 -3.6143 0.61
F 7.6782 2.7560 -3.1243 -0.26
F 6.1362 2.3968 -4.5980 -0.24
C 5.9671 1.2675 -2.5203 0.12
C 6.5923 0.5816 -1.4929 -0.34
C 5.8542 0.0460 -0.4462 -1.24
C 4.4846 0.2137 -0.4654 -0.41
N 3.8915 0.8693 -1.4556 0.36
C 4.5792 1.4073 -2.4772 0.89
S 3.4497 2.1973 -3.5295 -0.47
H 7.6687 0.4666 -1.5170 0.47
H 6.3289 -0.4911 0.3609 0.43
H 3.8357 -0.1807 0.3043 0.52
F -3.4085 -2.5805 -2.1648 -0.21
C -2.2117 -3.0056 -2.5745 0.38
F -1.7464 -3.8775 -1.6745 -0.20
F -2.3422 -3.6133 -3.7431 -0.19
S -1.1006 -1.5460 -2.6922 1.05
O -1.0337 -1.0339 -1.3484 -0.46
O -1.6895 -0.6762 -3.6785 -0.80
N 0.1808 -2.3041 -3.1756 -0.64
S 1.5639 -1.7351 -3.6222 1.16
O 2.4972 -2.8046 -3.7262 -0.72
O 2.0603 -0.5537 -2.9174 -0.52
C 1.3328 -1.0978 -5.3422 0.51
F 0.6693 0.0612 -5.3132 -0.16
F 2.5252 -0.8953 -5.8841 -0.22
F 0.6539 -1.9693 -6.0715 -0.24
C -2.6180 2.6522 -4.8606 -1.29
C -1.3806 3.0021 -4.1076 0.75
C -0.7678 4.2064 -3.8419 -1.40
C 0.3771 3.9157 -3.0843 0.33
N 0.4582 2.5867 -2.9039 0.81
N -0.6211 2.0659 -3.5307 0.37
C 1.3737 4.9291 -2.6278 -1.27
H -3.0750 3.5531 -5.2627 0.37
H -3.3400 2.1534 -4.2134 0.26
H -2.3927 1.9777 -5.6870 0.29
H -1.0861 5.1832 -4.1633 0.47
H -0.8152 1.0759 -3.5079 0.04
H 1.3425 5.7724 -3.3165 0.41
H 2.3804 4.5252 -2.6040 0.20
H 1.1391 5.2854 -1.6249 0.18



No. 3
65
Properties=species:S:1:pos:R:3:mulliken_charge:R:1 method="wB97M-V/def2-TZVPD" multiplicity=6 charge=+2 e_homo_ev="-13.51 / -13.99"
C 2.5311 3.0514 0.9229 -1.12
C 3.2618 1.8295 0.4007 -0.39
H 2.1918 3.6932 0.1161 0.45
H 3.2663 3.6421 1.5138 0.34
H 1.6815 2.8618 1.5599 0.23
H 2.6810 1.1310 -0.2128 0.00
H 4.1164 2.1984 -0.1880 0.39
H 3.6514 1.2256 1.2099 0.21
C -2.6316 1.1453 -0.4605 -0.37
C -3.9049 0.9189 -0.9821 -0.77
C -4.0944 -0.1241 -1.9087 -0.45
C -3.0342 -0.9551 -2.2384 -0.83
H -2.3969 1.9341 0.2751 0.53
H -4.7447 1.5177 -0.6198 0.46
H -5.0750 -0.2890 -2.3493 0.45
H -3.1186 -1.8377 -2.8754 0.43
N -1.6012 0.3525 -0.8323 0.29
C -1.7847 -0.7175 -1.6585 0.58
C -0.6481 -1.6055 -1.6923 0.64
N 0.4449 -1.1252 -1.0169 -0.30
C 1.5441 -1.9316 -0.9000 0.02
C 0.4908 -3.6789 -2.1934 -0.51
C 1.5930 -3.2063 -1.4597 -0.81
H 2.3926 -1.5165 -0.3382 0.41
H 2.5042 -3.8104 -1.3645 0.45
C -0.6388 -2.8763 -2.2855 -0.85
H -1.5316 -3.1730 -2.8315 0.35
H 0.5275 -4.6479 -2.6854 0.48
Ir 0.3492 0.7137 -0.1234 1.48
I 0.3829 2.8169 -1.4694 -0.16
O -0.0907 -0.4482 1.3991 0.60
Si -0.3207 -0.8233 2.9770 -1.02
C 0.4336 0.5912 3.9347 0.39
C 1.7733 0.8871 3.6581 0.09
C 2.3760 2.0255 4.1869 -0.85
C 1.6512 2.8623 5.0374 -0.57
C 0.3292 2.5581 5.3461 -0.76
C -0.2799 1.4197 4.7957 -0.50
C -2.0730 -1.1002 3.6407 0.34
C -2.3727 -2.0486 4.6387 -0.07
C -3.6862 -2.2085 5.1096 -0.76
C -4.7167 -1.4133 4.5963 -0.41
C -4.4351 -0.4961 3.5804 -0.46
C -3.1304 -0.3518 3.1011 -0.24
C 0.6418 -2.3487 3.5966 -0.02
C 1.4908 -2.2781 4.7077 0.07
C 2.1949 -3.4166 5.1471 -0.83
C 2.0116 -4.6317 4.4931 -0.49
C 1.1729 -4.7087 3.3674 -0.75
C 0.5038 -3.5744 2.9138 0.11
H 2.3565 0.2012 3.0322 0.56
H 3.4104 2.2427 3.9243 0.51
H 2.1311 3.7461 5.4488 0.43
H -0.2325 3.2065 6.0160 0.42
H -1.3082 1.1785 5.0425 0.40
H -1.5872 -2.6827 5.0455 0.46
H -3.9081 -2.9470 5.8869 0.43
H -5.7402 -1.5306 4.9610 0.43
H -5.2351 0.1287 3.1628 0.45
H -2.9261 0.3449 2.2802 0.33
H 1.6269 -1.3408 5.2483 0.40
H 2.8676 -3.3475 6.0094 0.41
H 2.5427 -5.5244 4.8244 0.40
H 1.0223 -5.6564 2.8472 0.42
H -0.1299 -3.6062 2.0227 0.45